1.
7 unconnected molecules or ions with the total composition C36H93N7O11, computed with ωB97M-V/def2-TZVPD.

Properties
- Structure (SMILES): COC[C@H](C)N.COC[C@H](C)N.COC[C@H](C)N.COCCNCCOC.COCCNCCOC.COCCNCCOC.COCCNCCOC
- Highest occupied orbital energy: -8.46 eV
- Charge: 0
- M: 800.2 g/mol
- LUMO energy: 0.3 eV
- Kohn-Sham gap: 0.3216 Ha
- Energy relative to the best compared isomer or geometry (same formula, charge and spin): 6.459 eV

CARTESIAN COORDINATES (ANGSTROEM)
C1 13.1316 11.2530 27.7199
O1 13.0415 11.0550 29.1953
C2 11.7248 11.0138 29.5873
C3 11.5955 10.6799 31.1357
C4 12.1879 9.3225 31.4460
N1 10.2422 10.7248 31.6597
H1 12.9828 12.3158 27.5290
H2 12.4141 10.6021 27.2204
H3 14.1255 10.9386 27.4013
H4 11.1872 11.9509 29.4421
H5 11.1012 10.3613 28.9762
H6 12.1522 11.5145 31.5619
H7 13.2762 9.3082 31.3870
H8 11.8686 8.5407 30.7568
H9 11.9018 8.9004 32.4093
H10 9.6356 10.0699 31.1870
H11 9.7640 11.5535 31.9831
C5 10.9012 16.6193 18.1004
O2 12.0301 15.7643 18.0422
C6 12.9773 16.0980 19.1118
C7 13.7786 14.9064 19.5851
C8 12.9900 13.7530 20.1721
N2 14.6904 15.3178 20.5794
H12 11.1459 17.6790 18.1721
H13 10.2641 16.2504 18.9041
H14 10.4343 16.4254 17.1347
H15 13.5904 16.9082 18.7168
H16 12.4181 16.2196 20.0394
H17 14.4356 14.5213 18.8054
H18 12.2832 14.1637 20.8932
H19 13.6623 12.9914 20.5669
H20 12.3581 13.2590 19.4341
H21 14.8240 16.3188 20.5598
H22 14.3146 15.0576 21.4800
C9 16.4668 -1.5500 17.3746
O3 16.7285 -1.6783 15.9422
C10 18.1189 -1.9616 15.6418
C11 18.2609 -2.3906 14.2378
C12 17.7025 -3.8029 13.9217
N3 19.6010 -2.3623 13.6104
H23 16.9103 -0.6222 17.7359
H24 16.8690 -2.3946 17.9343
H25 15.4153 -1.6113 17.6550
H26 18.7705 -1.0915 15.7227
H27 18.5809 -2.6126 16.3841
H28 17.8308 -1.5962 13.6279
H29 16.6787 -3.8082 14.2958
H30 18.4270 -4.4946 14.3514
H31 17.7819 -4.1071 12.8780
H32 20.2896 -2.9484 14.0602
H33 20.1429 -1.5121 13.6704
C13 17.7142 1.6682 25.0353
O4 17.4851 0.2413 24.9385
C14 16.8749 -0.1561 23.7118
C15 15.3753 -0.4427 23.8824
N4 14.6593 0.7219 24.1947
C16 13.2397 0.4520 24.1145
C17 12.6284 -0.3000 25.2992
O5 11.2659 -0.3690 24.7796
C18 10.5519 -1.1562 25.7560
H34 16.7287 2.1237 24.9383
H35 18.3788 2.0433 24.2570
H36 18.0058 1.9885 26.0355
H37 17.2655 -1.1442 23.4687
H38 17.1730 0.4693 22.8703
H39 15.2591 -1.1418 24.7106
H40 14.9975 -0.9815 23.0134
H41 15.0668 1.3674 23.5334
H42 12.9467 0.0346 23.1512
H43 12.8640 1.4727 24.1863
H44 12.7903 0.1282 26.2884
H45 13.0818 -1.2902 25.2535
H46 11.0424 -2.1013 25.9888
H47 9.5067 -1.3800 25.5426
H48 10.5196 -0.5585 26.6670
C19 12.3100 8.4203 21.8156
O6 12.8759 7.3258 21.1744
C20 14.1395 6.8706 21.6769
C21 14.6708 5.6065 20.9458
N5 16.0352 5.1893 21.4497
C22 16.9959 5.2566 20.4011
C23 17.3492 6.6621 19.8869
O7 17.4594 7.6075 20.9723
C24 17.6777 8.9859 20.4721
H49 11.8550 7.9925 22.7090
H50 11.5121 8.7663 21.1586
H51 13.0220 9.2017 22.0815
H52 14.0367 6.6235 22.7335
H53 14.8806 7.6697 21.6934
H54 14.5586 5.6888 19.8648
H55 14.0629 4.8012 21.3583
H56 16.3362 5.9064 22.0942
H57 16.8043 4.7273 19.4677
H58 17.8958 4.7752 20.7839
H59 16.5631 7.0169 19.2204
H60 18.3298 6.6294 19.4122
H61 18.4363 9.0242 19.6903
H62 18.0598 9.5361 21.3320
H63 16.8098 9.2715 19.8778
C25 3.9219 4.7062 24.4150
O8 3.9973 3.6276 23.5360
C26 5.1881 3.4961 22.7435
C27 4.9608 4.6006 21.5810
N6 5.7687 4.3228 20.3991
C28 7.1609 4.8774 20.5416
C29 8.0274 4.5090 19.3542
O9 7.9082 3.0476 19.1816
C30 8.6534 2.3164 20.0826
H64 3.0134 4.7004 25.0172
H65 3.8144 5.6024 23.8040
H66 4.8474 4.8459 24.9738
H67 5.0301 2.5546 22.2175
H68 6.1299 3.5342 23.2910
H69 5.1914 5.6429 21.8017
H70 3.9313 4.5260 21.2308
H71 5.7865 3.3294 20.2175
H72 7.6210 4.6166 21.4948
H73 7.1124 5.9646 20.4820
H74 9.0481 4.8758 19.2462
H75 7.6354 4.8220 18.3865
H76 9.6393 2.7781 20.0277
H77 8.6951 1.3012 19.6880
H78 8.2856 2.3578 21.1078
C31 21.9595 11.0925 16.5240
O10 21.7693 9.7855 16.5197
C32 21.8438 9.2169 15.1490
C33 20.7178 9.6437 14.2378
N7 19.5102 9.0484 14.7497
C34 18.3749 9.5032 13.9410
C35 17.2474 8.5160 14.1014
O11 16.5773 8.5414 15.3349
C36 15.7333 9.7049 15.5842
H79 22.9610 11.3152 16.1558
H80 21.9890 11.5559 17.5102
H81 21.2426 11.6294 15.9028
H82 21.8700 8.1334 15.2650
H83 22.6969 9.4822 14.5246
H84 20.8395 9.2583 13.2255
H85 20.5091 10.7132 14.2132
H86 19.4205 9.3468 15.7104
H87 18.7055 9.5425 12.9030
H88 18.0130 10.4831 14.2522
H89 17.6721 7.5215 13.9650
H90 16.6781 8.7070 13.1917
H91 14.6957 9.6337 15.2580
H92 16.1111 10.5538 15.0144
H93 15.8290 9.9376 16.6447



2.
2 unconnected molecules or ions with the total composition C4H10NO2, computed with ωB97M-V/def2-TZVPD.

Properties
- Highest occupied orbital energy: -11.15 eV
- Charge: +1
- M: 104.1 g/mol
- LUMO energy: -8.9 eV
- Kohn-Sham gap: 0.0843 Ha
- Energy relative to the best compared isomer or geometry (same formula, charge and spin): 4.910 eV

CARTESIAN COORDINATES (ANGSTROEM)
O1 0.0914 0.1477 -0.7852
C1 0.1374 0.2193 0.3908
O2 -0.9759 0.4767 1.1184
C2 1.4305 0.1098 1.1375
C3 2.6931 0.1342 0.5084
C4 2.8455 -0.7315 -0.7794
N1 -5.5159 0.1205 -1.0379
H1 -0.7190 0.6522 2.0376
H2 1.3884 0.4144 2.1870
H3 3.3673 -0.2425 1.2943
H4 2.9706 1.1916 0.3110
H5 2.5277 -1.7459 -0.5696
H6 3.9167 -0.7700 -0.9801
H7 2.3080 -0.2960 -1.6056
H8 -6.0235 -0.7368 -1.0751
H9 -4.6365 0.1549 -0.5661
H10 -5.8059 0.9013 -1.5859



3.
A molecular structure, BaH18O9, computed with ωB97M-V/def2-TZVPD.

Properties
- Highest occupied orbital energy: -18.50 eV
- Charge: +2
- M: 299.5 g/mol
- LUMO energy: -6.0 eV
- Kohn-Sham gap: 0.4603 Ha
- Energy relative to the best compared isomer or geometry (same formula, charge and spin): 0.271 eV

CARTESIAN COORDINATES (ANGSTROEM)
Ba1 -16.1442 -8.2867 -5.8061
O1 -14.3782 -9.4623 -7.9100
H1 -13.7998 -10.2103 -8.0586
H2 -15.0266 -9.5171 -8.6120
O2 -13.6053 -8.5315 -4.4986
H3 -12.9946 -7.9074 -4.8907
H4 -13.1765 -9.3815 -4.5981
O3 -14.4408 -6.1217 -6.9793
H5 -14.8991 -5.3506 -7.3133
H6 -13.6886 -6.2251 -7.5622
O4 -15.6312 -10.3387 -3.7641
H7 -15.0863 -10.2131 -2.9872
H8 -15.8006 -11.2805 -3.7889
O5 -16.7514 -10.8052 -6.5815
H9 -16.1454 -11.4750 -6.8982
H10 -17.2371 -11.2346 -5.8772
O6 -18.5849 -8.8932 -4.9342
H11 -19.1722 -9.2223 -4.2537
H12 -19.1692 -8.5834 -5.6262
O7 -17.7400 -6.1513 -6.1548
H13 -17.7049 -5.9448 -7.0889
H14 -18.4696 -5.6294 -5.8210
O8 -16.9971 -8.3904 -8.6636
H15 -17.6725 -9.0439 -8.8452
H16 -16.5459 -8.2729 -9.4996
O9 -16.1711 -7.2372 -3.3147
H17 -15.9536 -7.6002 -2.4561
H18 -16.2621 -6.2967 -3.1617



4.
A molecular structure, C29H66GaN4OSSi2, computed with ωB97M-V/def2-TZVPD.

Properties
- Highest occupied orbital energy: -10.32 eV
- Charge: +1
- M: 644.8 g/mol
- LUMO energy: -2.1 eV
- Kohn-Sham gap: 0.3014 Ha
- Energy relative to the best compared isomer or geometry (same formula, charge and spin): 1.228 eV

CARTESIAN COORDINATES (ANGSTROEM)
Ga1 -0.2789 -0.1444 0.3013
C1 0.1626 3.7173 -4.0679
C2 -0.3163 4.5503 -2.8411
C3 -0.3894 3.7067 -1.5387
S1 -1.3474 2.2232 -1.7107
O1 -1.3005 1.5237 -0.2914
C4 -3.0491 2.8755 -1.6719
C5 -3.4918 3.4886 -0.3088
C6 -3.2445 4.9885 -0.2061
H1 -0.0095 4.3364 -4.9832
H2 -0.3949 2.7631 -4.1348
H3 1.1918 3.4671 -3.9541
H4 -1.2721 5.0315 -2.9564
H5 0.3245 5.3775 -2.5479
H6 -0.8118 4.3198 -0.7499
H7 0.5684 3.4234 -1.1595
H8 -3.7291 2.1206 -2.0425
H9 -3.0782 3.6792 -2.4522
H10 -3.1024 2.9344 0.5639
H11 -4.6187 3.3859 -0.2426
H12 -2.3697 5.2492 0.3669
H13 -4.1022 5.5430 0.1722
H14 -3.0287 5.4225 -1.1562
C7 2.2126 1.6176 2.1505
Si1 0.6366 0.6277 2.4156
C8 -0.5937 1.9053 3.2504
C9 -0.2148 2.1220 4.7581
C10 -0.4947 3.2125 2.4558
C11 -2.0695 1.4407 3.2318
C12 1.3099 -0.9246 3.3774
C13 0.2337 -1.7069 4.0544
C14 1.9566 -1.9017 2.4138
C15 2.3853 -0.4059 4.3556
H15 2.4479 2.1982 3.0305
H16 2.2069 2.2777 1.2794
H17 2.9902 0.8593 1.9628
H18 0.7786 2.4721 4.9281
H19 -0.4198 1.2084 5.3315
H20 -0.8951 2.8887 5.1103
H21 0.5073 3.6499 2.5856
H22 -1.2087 4.0279 2.7443
H23 -0.6621 3.1410 1.4007
H24 -2.1239 0.3872 3.5316
H25 -2.4993 1.5222 2.2214
H26 -2.6500 2.1227 3.8759
H27 -0.6000 -2.0270 3.4633
H28 -0.2481 -1.0502 4.7768
H29 0.5685 -2.6177 4.5835
H30 1.2968 -2.4270 1.7003
H31 2.3698 -2.6877 3.0106
H32 2.7459 -1.4380 1.8717
H33 1.9254 0.3241 5.0884
H34 3.2363 0.0690 3.8640
H35 2.8437 -1.2477 4.8690
C16 5.0067 -2.5440 -2.1495
C17 5.3010 -1.1125 -2.5814
C18 4.7556 -0.9178 -3.9854
C19 4.8997 -0.0578 -1.5321
N1 3.4617 0.3023 -1.5328
C20 2.8634 1.2734 -2.2560
N2 1.5910 1.3221 -1.9786
N3 1.4247 0.3337 -1.0448
N4 2.5283 -0.2607 -0.7904
H36 5.4889 -3.2657 -2.8316
H37 3.9571 -2.7511 -2.0914
H38 5.5221 -2.7419 -1.1864
H39 6.3903 -0.9108 -2.5720
H40 3.6881 -1.1604 -3.9481
H41 5.1835 -1.6990 -4.6043
H42 4.8405 0.0830 -4.5231
H43 5.3869 0.9043 -1.7067
H44 5.0406 -0.3624 -0.4684
H45 3.3839 1.9406 -2.9527
C21 -3.0290 -1.0738 -1.8694
Si2 -1.7534 -1.9304 -0.7515
C22 -0.8592 -3.2809 -1.8076
C23 -1.7098 -4.4413 -2.3094
C24 -0.3724 -2.4316 -3.0456
C25 0.4019 -3.7552 -1.0463
C26 -2.7522 -2.8000 0.7320
C27 -1.9027 -3.8759 1.4047
C28 -3.0134 -1.7050 1.7612
C29 -4.0812 -3.4861 0.2889
H46 -3.5789 -1.8027 -2.4763
H47 -2.5659 -0.3213 -2.5053
H48 -3.7563 -0.6397 -1.1398
H49 -2.6648 -4.0695 -2.6740
H50 -1.8403 -5.1167 -1.4661
H51 -1.2031 -5.0108 -3.1011
H52 -1.1897 -2.2532 -3.7502
H53 0.3779 -3.0503 -3.5939
H54 0.0823 -1.4433 -2.8342
H55 0.1028 -4.2831 -0.1235
H56 1.1412 -2.9502 -0.8016
H57 0.9373 -4.4561 -1.6488
H58 -0.9610 -3.5011 1.7687
H59 -1.7252 -4.6869 0.6846
H60 -2.4814 -4.2923 2.2585
H61 -2.1139 -1.2187 2.1599
H62 -3.5657 -2.1241 2.6283
H63 -3.6384 -0.9224 1.3028
H64 -3.8523 -4.4580 -0.2926
H65 -4.7896 -2.8829 -0.3007
H66 -4.6416 -3.7345 1.2026



5.
3 unconnected molecules or ions with the total composition C26H31BN5O11S, computed with ωB97M-V/def2-TZVPD.

Properties
- Highest occupied orbital energy: -11.27 eV
- Charge: +1
- M: 632.4 g/mol
- LUMO energy: -4.5 eV
- Kohn-Sham gap: 0.2501 Ha

CARTESIAN COORDINATES (ANGSTROEM)
C1 -0.5092 3.7198 -3.0605
C2 0.1413 3.0806 -2.0990
C3 1.2812 2.5197 -1.0759
N1 1.5968 1.0565 -1.3430
C4 1.0363 0.0666 -0.3725
C5 1.4910 0.2800 1.1565
N2 0.5177 0.2689 2.0839
C6 2.3576 0.7371 -2.4230
N3 2.8504 1.8776 -3.2191
C7 4.2661 1.7386 -3.6683
C8 4.6179 0.2601 -4.2922
S1 3.9745 0.2598 -6.0085
C9 3.7113 -1.3668 -6.8385
O1 2.6815 1.0759 -6.2203
O2 5.0240 0.9996 -6.8624
C10 4.1045 -0.8302 -3.2505
N4 5.0304 -0.7383 -2.0447
C11 4.2894 -2.3832 -3.7203
C12 4.4733 -3.6193 -4.1632
N5 2.7121 -0.6608 -2.7232
B1 1.6628 -1.4072 -3.5166
O3 1.0881 -1.0266 -4.7888
C13 1.0578 -2.7920 -2.8372
C14 0.6524 -3.9008 -3.9754
H1 -0.8966 4.0748 -4.0968
H2 2.2349 3.1808 -1.0810
H3 0.8165 2.6711 -0.0153
H4 1.2232 -1.0362 -0.6353
H5 -0.1230 0.2094 -0.3923
H6 2.5590 0.4708 1.5355
H7 0.9149 0.4397 3.0253
H8 2.1996 2.1765 -3.9631
H9 4.4704 2.5920 -4.4277
H10 4.9626 1.9144 -2.7652
H11 5.7843 0.2244 -4.3371
H12 3.8888 -1.1965 -7.9805
H13 4.4651 -2.1874 -6.5307
H14 2.6050 -1.7289 -6.7592
H15 4.9312 -1.5731 -1.4464
H16 4.8924 0.1457 -1.5343
H17 4.5900 -4.5112 -4.8992
H18 0.6717 -0.1292 -4.6340
H19 0.1675 -2.5767 -2.1326
H20 1.9121 -3.2920 -2.2183
H21 1.5867 -4.2434 -4.5738
H22 -0.1859 -3.4983 -4.6782
H23 0.2929 -4.8489 -3.3973
C15 -1.8825 1.7400 4.5371
C16 -2.5296 2.9025 4.4365
C17 -3.0295 3.6188 5.6445
O4 -3.6009 4.6894 5.5181
C18 -2.8133 2.9928 6.9542
C19 -2.1690 1.8281 7.0539
C20 -1.6455 1.1261 5.8487
O5 -1.0441 0.0707 5.9764
O6 -1.9642 1.2340 8.2682
O7 -2.7582 3.4821 3.2189
H24 -1.5124 1.2104 3.6685
H25 -3.1967 3.5142 7.8212
H26 -1.4774 0.4075 8.0748
H27 -3.2399 4.3122 3.4124
C21 -5.6696 -0.9554 5.8392
C22 -5.4717 -0.0706 4.8601
C23 -5.5982 -0.4579 3.4266
O8 -5.4287 0.3817 2.5565
C24 -5.9217 -1.8556 3.1176
C25 -6.1164 -2.7418 4.0967
C26 -6.0168 -2.3479 5.5303
O9 -6.2186 -3.1786 6.4005
O10 -6.4155 -4.0466 3.8213
O11 -5.1452 1.2291 5.1347
H28 -5.5829 -0.6866 6.8839
H29 -5.9932 -2.1277 2.0729
H30 -6.5096 -4.4816 4.6931
H31 -5.0577 1.6647 4.2624



6.
A molecular structure, C14H29CuO13V, computed with ωB97M-V/def2-TZVPD.

Properties
- Highest occupied orbital energy (alpha / beta): -15.05 / -15.59 eV
- Charge: +2
- M: 519.9 g/mol
- Multiplicity: 4
- LUMO energy (alpha / beta): -6.9 / -6.9 eV
- Kohn-Sham gap (alpha / beta): 0.3005 / 0.3190 Ha
- Energy relative to the best compared isomer or geometry (same formula, charge and spin): 0.000 eV

CARTESIAN COORDINATES (ANGSTROEM)
V1 -1.4300 0.0668 0.5298
Cu1 1.3677 1.8049 1.4995
C1 1.9380 -1.5582 -0.9736
C2 1.8435 -0.1377 -0.4540
O1 0.6808 0.0770 0.3399
H1 2.9859 -1.7790 -1.2078
H2 1.3480 -1.7982 -1.8478
H3 1.7635 -2.2578 -0.1492
H4 1.8407 0.5445 -1.3182
H5 2.7306 0.1184 0.1346
C3 3.5791 3.0502 -2.1408
O2 4.3759 3.6691 -1.1230
C4 3.9741 3.5769 0.1185
O3 2.9374 3.0116 0.4761
O4 4.7798 4.2297 0.8925
C5 4.5853 4.1951 2.3296
H6 4.0602 3.2462 -3.0921
H7 2.5703 3.4549 -2.1713
H8 3.6040 1.9784 -1.9482
H9 3.8273 4.9382 2.5660
H10 5.5315 4.4726 2.7768
H11 4.3176 3.1888 2.6418
C6 -2.6535 -0.4153 4.5712
O5 -1.8308 -1.5817 4.5082
C7 -1.0360 -1.7355 3.4845
O6 -1.0980 -1.0846 2.4453
O7 -0.1875 -2.7035 3.7069
C8 0.8845 -2.9061 2.7658
H12 -2.0580 0.4796 4.3678
H13 -3.0072 -0.3495 5.5914
H14 -3.4531 -0.4371 3.8329
H15 0.7786 -3.8850 2.3079
H16 1.7813 -2.9735 3.3840
H17 1.0060 -2.0721 2.0836
C9 -1.3232 -2.2016 -3.0478
O8 -1.9784 -3.1605 -2.2109
C10 -2.0473 -2.9545 -0.9244
O9 -1.6801 -1.9389 -0.3355
O10 -2.5302 -4.0097 -0.3458
C11 -2.7535 -3.9699 1.0700
H18 -1.7333 -2.3605 -4.0403
H19 -0.2493 -2.3571 -3.0835
H20 -1.5236 -1.1857 -2.7190
H21 -3.1733 -4.9190 1.3745
H22 -3.4768 -3.1916 1.3290
H23 -1.8257 -3.7339 1.5885
C12 -4.1388 -0.0189 -2.8852
O11 -3.3224 1.1261 -3.1860
C13 -2.3383 1.4681 -2.4135
O12 -1.9742 0.8568 -1.4065
O13 -1.7900 2.5666 -2.8479
C14 -0.5960 3.0223 -2.2164
H24 -5.1591 0.3409 -2.7737
H25 -3.8606 -0.4620 -1.9306
H26 -4.0769 -0.7423 -3.6894
H27 0.0374 2.1761 -1.9367
H28 -0.7941 3.6393 -1.3430
H29 -0.0298 3.5817 -2.9543